Record 1
# C14H16Cl4MnO9S2

A molecular structure, C14H16Cl4MnO9S2 (ωB97M-V/def2-TZVPD, the Open Molecules 2025 dataset).

XYZ file:
```
46
Properties=species:S:1:pos:R:3:forces:R:3:mulliken_charge:R:1
Mn -1.022797 -0.068778 0.099865 0.01 -0.15 0.05 0.761
C 0.432183 2.807891 -1.204907 0.10 0.07 -0.10 -1.214
C -0.145218 1.911718 -2.290456 0.10 -0.17 -0.21 -0.653
O -0.004978 0.511039 -2.008656 0.23 -0.09 0.02 -0.301
C 1.255184 -0.088455 -2.276431 -0.14 0.16 -0.05 -0.858
C 2.332883 0.207847 -1.237759 0.04 -0.03 0.08 -0.621
O 1.719691 0.044281 -0.003972 0.02 -0.02 0.04 0.579
C 2.460164 0.128802 1.169350 0.02 -0.03 -0.11 -0.733
C 1.470062 -0.087197 2.315664 -0.08 0.10 0.03 -0.761
O 0.211413 0.544020 2.136989 0.19 0.12 -0.05 -0.231
C 0.158009 1.963059 2.334535 0.02 -0.16 0.06 -0.734
C 0.677606 2.765390 1.159261 0.07 -0.03 -0.13 -0.863
O 0.149314 2.170279 0.004385 -0.12 0.07 0.22 1.111
H -0.076549 3.777488 -1.257080 0.09 -0.08 -0.03 0.493
H 1.519289 2.953814 -1.307609 0.06 -0.04 0.00 0.430
H 0.321900 2.133873 -3.257350 0.02 -0.01 -0.04 0.361
H -1.217015 2.099564 -2.339286 0.16 -0.08 0.03 0.379
H 1.606444 0.224498 -3.268119 0.00 -0.02 -0.02 0.418
H 1.067433 -1.160825 -2.277583 -0.02 -0.02 0.04 0.323
H 2.752570 1.218611 -1.344034 0.00 0.01 0.00 0.241
H 3.149397 -0.517531 -1.381135 0.03 0.02 -0.02 0.421
H 2.975698 1.097116 1.239062 0.02 0.00 0.02 0.293
H 3.219118 -0.667475 1.219283 0.02 0.02 0.02 0.440
H 1.925127 0.255582 3.254215 0.01 -0.03 0.03 0.422
H 1.247048 -1.149763 2.376906 -0.03 -0.01 -0.04 0.283
H 0.713633 2.223869 3.243741 -0.01 0.01 0.04 0.374
H -0.898912 2.197174 2.452898 -0.02 -0.04 -0.02 0.274
H 1.778499 2.771515 1.099909 -0.03 0.01 0.00 0.264
H 0.304085 3.786791 1.266445 0.02 0.04 -0.02 0.518
Cl -0.046072 -7.028903 0.115128 -0.01 0.01 0.00 -0.270
C -0.778784 -5.449298 0.047737 0.06 0.03 0.00 0.114
C -2.135871 -5.309043 -0.141380 -0.05 0.04 0.01 0.201
Cl -3.148983 -6.717249 -0.310120 0.02 0.03 0.00 -0.255
C -2.707336 -4.021000 -0.195340 -0.06 -0.06 -0.03 0.102
Cl -4.419737 -3.818815 -0.443440 0.06 -0.04 0.01 -0.246
C -1.938951 -2.865026 -0.063947 -0.08 0.02 0.00 0.642
O -2.394457 -1.663694 -0.115802 -0.15 0.09 -0.07 -1.050
C -0.516914 -3.013914 0.147352 0.09 -0.02 -0.01 -0.573
O 0.168766 -1.927775 0.269543 -0.02 0.14 0.04 -0.116
C 0.020062 -4.295925 0.186545 0.03 -0.06 0.03 -0.036
Cl 1.749915 -4.431659 0.421419 -0.07 -0.02 0.00 -0.261
O -2.261550 3.445442 -1.397160 -0.50 0.34 -0.02 -0.722
S -2.780263 3.458509 -0.021296 0.14 -0.26 0.37 0.976
O -1.837183 4.139692 0.883831 -0.05 0.14 -0.01 -0.667
O -4.137590 3.971953 0.082536 -0.02 0.12 -0.07 -0.711
S -2.916329 1.472522 0.616270 -0.14 -0.14 -0.07 -0.545
```
Positions in Å, forces in eV/Å.

Total charge = -2
Multiplicity = 6
Expectation value of S² = 8.754
E_HOMO (spin up / spin down) = -1.430 / -1.544 eV

Record 2
# C52H104O13

13 unconnected molecules or ions with the total composition C52H104O13 at a distorted geometry (ωB97M-V/def2-TZVPD, the Open Molecules 2025 dataset).

XYZ file:
```
169
Properties=species:S:1:pos:R:3:forces:R:3:mulliken_charge:R:1
C 2.135869 -4.701159 2.441245 -0.30 0.00 -0.35 0.239
C 3.516536 -4.157565 2.804177 -0.05 0.00 -0.32 0.508
C 3.716750 -4.728286 4.209250 0.18 0.09 -0.16 -0.431
O 2.847563 -5.858424 4.324695 -0.05 -0.09 0.23 -0.436
C 2.209268 -6.072256 3.086948 0.00 -0.35 -0.81 -0.611
H 2.033356 -4.761895 1.355135 -0.22 0.00 0.04 0.222
H 1.292159 -4.143315 2.855919 0.16 0.17 0.07 -0.369
H 3.633167 -3.075115 2.752461 -0.22 0.04 0.17 -0.349
H 4.194988 -4.556611 2.042702 0.27 -0.16 0.36 -0.076
H 3.436831 -3.962123 4.937412 -0.06 -0.21 0.17 0.230
H 4.732869 -5.065301 4.421619 0.07 0.14 -0.07 0.295
H 1.259994 -6.595581 3.209696 -0.13 0.33 0.41 0.367
H 2.783345 -6.746088 2.424347 0.28 0.11 0.25 0.298
C 0.896166 5.529529 0.017227 -0.12 -0.17 -0.15 -0.418
C 0.201534 6.872558 -0.181602 -0.56 -0.28 -0.20 -0.308
C -1.071945 6.732989 0.669528 0.24 0.38 -0.28 -0.746
O -1.278693 5.338869 0.844457 -0.18 -0.26 0.06 -0.346
C -0.308983 4.596741 0.114852 0.41 -0.06 0.11 1.378
H 1.458975 5.437604 0.946946 0.14 0.34 -0.04 0.438
H 1.543138 5.318277 -0.835001 0.10 -0.21 0.13 0.215
H -0.144317 6.903907 -1.219103 0.27 0.16 -0.05 -0.122
H 0.807139 7.754305 0.009005 -0.03 0.01 0.18 0.470
H -1.939082 7.148629 0.149185 0.01 0.10 0.09 0.358
H -0.968791 7.237838 1.633354 -0.08 -0.23 0.12 0.254
H -0.644570 4.278375 -0.882905 -0.28 0.23 0.06 -0.332
H -0.093199 3.702042 0.698513 -0.02 -0.05 -0.02 -0.912
C 1.744143 -0.686928 6.822028 0.25 0.06 -0.15 -0.540
C 2.146077 -0.011384 5.505048 -0.28 0.26 -0.45 -0.013
C 0.877339 0.751331 5.075088 -0.56 -0.51 -0.12 0.415
O -0.114962 0.534104 6.081314 0.04 0.02 0.13 -0.524
C 0.221673 -0.627771 6.840669 0.02 0.60 0.12 -0.270
H 2.133845 -0.091663 7.647678 0.01 -0.14 0.11 0.231
H 2.142802 -1.698039 6.884795 -0.05 -0.02 0.15 0.301
H 2.386935 -0.725098 4.716218 0.11 -0.11 0.13 -0.271
H 3.005330 0.649081 5.604696 0.02 -0.03 0.11 0.381
H 0.493311 0.319247 4.141842 0.16 0.20 -0.11 -0.534
H 0.963087 1.830582 4.949904 0.25 -0.01 0.04 0.520
H -0.272642 -1.518316 6.440620 0.15 -0.05 -0.08 0.046
H -0.146111 -0.422343 7.846237 -0.13 -0.29 0.02 0.386
C 3.503434 0.208210 -4.834765 0.35 -0.04 0.15 -0.613
C 2.834997 -1.013859 -5.450086 0.03 0.04 -0.03 -0.570
C 1.543632 -1.063701 -4.662024 0.02 0.17 0.52 -0.243
O 1.909999 -0.649001 -3.331816 -0.21 0.40 0.35 -0.225
C 3.213476 -0.054111 -3.353248 0.51 -0.66 -0.90 -0.022
H 3.079118 1.157776 -5.166123 -0.11 -0.11 -0.10 0.178
H 4.572862 0.208503 -5.048819 0.00 0.18 0.09 0.400
H 3.471151 -1.864487 -5.188601 -0.19 -0.17 -0.12 0.223
H 2.706764 -1.001064 -6.530520 -0.07 0.13 0.00 0.401
H 1.084724 -2.048975 -4.580245 0.00 -0.02 -0.11 0.320
H 0.802006 -0.344426 -5.026393 0.02 -0.12 -0.27 -0.177
H 3.912536 -0.828961 -3.016162 0.16 0.28 0.24 0.177
H 3.332182 0.826878 -2.725223 -0.52 -0.01 0.16 0.167
C 3.996294 1.845900 1.169283 -0.49 -1.42 0.18 0.465
C 4.816384 0.705886 0.547617 0.76 0.20 -0.38 -0.010
C 4.851762 -0.409122 1.602229 -0.27 0.79 -0.43 0.242
O 4.701296 0.280745 2.838246 0.16 -0.61 0.03 -0.533
C 3.823004 1.367176 2.634267 0.49 1.22 -0.30 -0.081
H 3.025122 1.797757 0.679144 -0.02 0.67 0.03 -0.794
H 4.466972 2.821474 1.125642 -0.06 0.06 -0.27 0.457
H 5.839845 1.044472 0.357132 0.00 -0.05 0.12 0.452
H 4.451709 0.360024 -0.419281 -0.22 -0.05 0.11 -0.423
H 5.820717 -0.899438 1.529432 -0.04 -0.21 0.53 0.448
H 4.047576 -1.134323 1.459024 0.00 -0.01 -0.01 -0.416
H 4.178603 2.163341 3.291316 -0.31 -0.11 0.30 0.536
H 2.770944 1.148145 2.813664 0.08 -0.35 0.26 -0.401
C -3.600856 0.584287 -5.604629 -0.62 0.21 -0.09 -1.066
C -2.289686 1.100453 -5.010207 -0.28 0.14 -0.14 -0.270
C -2.066696 0.224341 -3.755906 1.33 0.79 -1.45 0.990
O -3.206520 -0.555293 -3.595924 -0.90 0.09 0.98 0.060
C -3.857970 -0.716694 -4.858205 0.90 -0.30 -0.17 -0.736
H -3.634064 0.514346 -6.692171 0.32 -0.34 0.02 0.404
H -4.409599 1.285083 -5.379554 0.05 -0.03 0.21 0.301
H -2.444946 2.143148 -4.732215 0.34 0.05 -0.02 0.055
H -1.450966 1.033216 -5.701949 -0.01 0.03 -0.04 0.490
H -1.802620 0.927587 -2.965182 -0.65 -0.58 0.71 -1.088
H -1.167577 -0.389810 -3.918106 -0.20 -0.21 0.12 -0.020
H -4.912384 -0.942376 -4.720833 0.02 0.02 0.25 0.379
H -3.367310 -1.585368 -5.318703 -0.24 0.10 -0.39 0.456
C -4.942126 -4.311293 -0.820352 -0.03 -0.10 0.34 -0.668
C -4.022725 -3.219677 -1.335884 -0.19 0.83 0.26 0.568
C -4.128306 -3.381506 -2.848941 0.60 -0.94 1.26 0.157
O -4.283227 -4.802449 -3.026881 -0.08 0.14 -0.24 -0.517
C -4.640255 -5.442712 -1.796701 -0.10 0.12 -0.13 -0.558
H -6.001837 -4.055352 -0.896201 0.09 0.29 -0.17 0.307
H -4.776003 -4.517251 0.238320 0.13 -0.35 -0.12 0.307
H -2.990888 -3.356442 -0.997729 -0.02 -0.38 -0.11 -0.252
H -4.271661 -2.215216 -0.982082 -0.27 -0.05 -0.18 0.027
H -3.161241 -3.100588 -3.254716 -0.35 0.28 -0.71 -0.033
H -5.002583 -2.860311 -3.234327 0.19 0.16 -0.33 0.063
H -3.807406 -6.079517 -1.485512 -0.02 0.02 0.12 0.255
H -5.517498 -6.063514 -1.984230 0.06 -0.12 0.05 0.336
C -2.242246 -3.614388 2.144214 -0.20 0.16 -0.61 0.388
C -2.345930 -2.181934 2.640780 -0.44 0.44 0.24 0.090
C -1.232599 -2.098152 3.684997 0.02 -0.41 0.32 0.656
O -1.009549 -3.447627 4.148959 -0.29 0.11 -0.15 -0.499
C -1.768614 -4.361536 3.369429 0.36 -0.68 -0.09 -0.683
H -1.528311 -3.632077 1.313653 0.23 -0.19 0.23 0.096
H -3.167432 -4.016334 1.728808 -0.08 0.07 0.19 -0.250
H -3.283532 -1.959457 3.161051 -0.09 -0.42 -0.05 0.506
H -2.330420 -1.444801 1.836568 0.47 -0.01 0.01 -0.423
H -1.575993 -1.523123 4.546435 0.30 0.26 -0.08 0.194
H -0.261021 -1.744787 3.331935 -0.17 0.34 -0.16 -0.481
H -2.607330 -4.793235 3.928232 -0.06 0.34 0.18 0.360
H -1.120800 -5.210429 3.127172 0.03 0.07 -0.08 0.132
C -0.632139 0.354728 0.058075 -0.48 0.97 -0.40 2.298
C -0.125484 -1.073858 -0.196620 -0.60 0.71 -1.22 1.266
C 1.111339 -1.229494 0.685679 -0.94 -0.05 0.57 2.209
O 1.156856 -0.064283 1.514006 0.66 -0.02 -0.02 -0.416
C 0.383243 0.989656 0.988830 -0.11 0.46 0.59 1.375
H -1.650969 0.461220 0.435415 0.09 -0.53 0.36 -0.656
H -0.695076 0.941695 -0.864555 0.26 -0.21 -0.10 -1.456
H 0.114181 -1.076239 -1.263917 0.39 -0.40 0.12 -0.386
H -0.948605 -1.782159 -0.105747 0.28 -0.25 0.52 -0.856
H 2.006013 -1.372874 0.076639 0.18 0.17 0.21 -1.027
H 0.990840 -2.025351 1.423839 0.27 -0.40 -0.38 -0.955
H 0.991522 1.778986 0.525164 0.20 -0.42 -0.38 -0.075
H -0.059048 1.510870 1.846104 -0.23 -0.23 -0.01 -1.211
C 4.448324 -4.085982 -2.211843 -0.10 0.30 0.07 -0.698
C 5.491405 -4.360881 -1.142007 -0.08 -0.44 0.85 -0.774
C 5.638105 -3.017929 -0.397767 0.51 -0.26 -1.48 -0.492
O 4.466189 -2.265699 -0.749405 -0.06 0.10 0.60 0.193
C 3.569502 -3.078131 -1.475246 -0.70 -0.68 -0.55 0.502
H 3.914021 -4.979751 -2.529036 -0.04 0.01 0.01 0.401
H 4.860352 -3.594656 -3.097466 0.19 -0.10 0.04 0.226
H 6.427879 -4.805864 -1.474589 0.08 0.29 -0.17 0.441
H 5.078502 -5.080710 -0.424664 -0.09 -0.05 -0.15 0.194
H 6.493823 -2.475713 -0.814686 -0.02 0.13 0.19 0.391
H 5.819006 -3.153053 0.668257 -0.50 0.17 0.12 0.277
H 2.952112 -2.486659 -2.153668 0.31 0.36 0.04 -0.300
H 2.817204 -3.590269 -0.851227 0.41 -0.03 0.38 -0.223
C -4.231305 3.726146 -0.924240 -0.04 -0.63 0.16 -0.278
C -3.441759 2.453884 -1.367354 0.31 0.79 0.31 1.954
C -4.526295 1.371332 -1.434506 -0.38 -0.32 -0.49 -0.028
O -5.670424 1.906877 -0.778741 -0.08 -0.06 -0.17 -0.502
C -5.692093 3.291424 -1.049204 0.04 0.33 0.17 -0.658
H -3.992959 4.556688 -1.582671 0.05 0.26 0.29 0.439
H -4.038995 3.937386 0.126664 0.23 0.34 -0.11 0.010
H -2.625849 2.214145 -0.683353 -0.33 -0.05 0.35 -1.423
H -2.883065 2.723043 -2.267434 -0.51 -0.50 -0.46 -0.068
H -4.325345 0.417843 -0.944788 0.40 0.14 0.11 -0.218
H -4.803099 1.107288 -2.462494 0.16 0.20 -0.06 0.066
H -6.364658 3.730375 -0.313191 0.13 0.16 0.05 0.399
H -6.088352 3.564140 -2.039913 0.01 -0.48 -0.09 0.259
C 1.731355 3.639519 -3.739547 -0.34 0.24 -0.02 0.447
C 1.686942 5.025009 -4.398388 0.17 -0.55 -0.05 -0.945
C 0.271898 5.501794 -4.069472 0.46 0.56 0.66 0.084
O -0.500256 4.357951 -3.721165 -0.15 -0.22 0.01 -0.448
C 0.290405 3.176678 -3.887768 -0.18 0.12 -0.28 0.820
H 1.930968 3.742816 -2.670237 0.21 -0.10 -0.04 -0.099
H 2.458956 2.978856 -4.204629 0.01 -0.05 0.13 -0.038
H 1.851460 4.896497 -5.470053 -0.13 0.18 -0.04 0.336
H 2.474103 5.668083 -4.009097 -0.11 0.18 -0.05 0.387
H -0.170269 6.109142 -4.861701 -0.22 -0.37 -0.17 0.347
H 0.292401 6.142151 -3.179044 0.05 0.02 -0.09 -0.340
H 0.035852 2.770608 -4.873690 0.41 -0.16 -0.04 0.098
H 0.018355 2.430987 -3.138101 -0.17 0.13 0.07 -0.704
C -2.262399 2.682712 3.485432 0.07 -1.19 0.10 -0.404
C -3.070909 1.813389 2.507379 0.46 0.35 -0.12 2.582
C -4.442489 1.851935 3.166457 0.43 -0.52 -0.31 -0.582
O -4.557667 3.152560 3.703825 -0.47 0.11 0.39 -0.450
C -3.278360 3.696088 3.997603 0.65 0.32 -0.56 -0.552
H -1.318952 3.026298 3.064617 -0.19 0.53 -0.02 0.291
H -1.989817 1.996325 4.297232 0.07 0.25 0.13 0.151
H -2.605911 0.829420 2.432294 -0.30 -0.14 0.06 -1.020
H -3.080027 2.239321 1.500027 -0.17 0.11 0.08 -1.274
H -4.480876 1.079121 3.947380 -0.13 0.13 0.09 0.299
H -5.254144 1.680720 2.460817 -0.10 0.10 0.05 0.358
H -3.106024 3.878931 5.060950 -0.42 -0.04 0.08 0.345
H -3.216770 4.650139 3.467245 0.12 0.02 0.06 0.177
```
Positions in Å, forces in eV/Å.

ΔE to the lowest compared entry with this formula, charge and spin = 25.26 kJ/mol
E_HOMO = -9.171 eV

no.,DFT total energy (eV)
1,-136288.163
2,-82221.980